# C20H46P4RuS

C20H46P4RuS as an isolated structure at a distorted geometry (the ωB97M-V functional and the def2-TZVPD basis, the Open Molecules 2025 dataset).

XYZ file:
```
72
Properties=species:S:1:pos:R:3:lowdin_spin:R:1
Ru 0.52 0.58 0.63 1.9130
P 2.75 0.64 1.46 0.1520
P 1.17 1.31 -1.48 0.1346
P -0.05 -1.05 2.32 0.1541
H -4.20 -4.37 -5.74 0.0087
C -4.84 -4.37 -4.85 0.3183
C -5.72 -3.37 -4.63 0.3184
H -5.80 -2.53 -5.32 0.0080
C 3.72 -0.82 0.93 0.0406
C 3.89 2.01 1.01 0.0374
C 3.01 0.63 3.29 0.0122
C -0.14 1.47 -2.76 0.0253
C 2.04 2.92 -1.65 0.0185
C 2.29 0.09 -2.24 0.0400
C -1.73 -1.79 2.18 0.0357
C -0.12 -0.48 4.06 0.0435
C 1.02 -2.54 2.44 0.0076
H -4.78 -5.24 -4.18 0.0067
H -6.40 -3.38 -3.77 0.0077
H 4.72 -0.78 1.37 0.0086
H 3.81 -0.84 -0.16 0.0003
H 3.23 -1.75 1.25 0.0003
H 4.83 1.89 1.57 0.0072
H 3.46 2.98 1.26 0.0003
H 4.13 1.98 -0.06 0.0001
H 4.07 0.83 3.51 0.0036
H 2.75 -0.35 3.72 -0.0002
H 2.41 1.41 3.77 0.0005
H 0.28 1.92 -3.67 0.0026
H -0.96 2.09 -2.38 0.0037
H -0.56 0.48 -3.00 0.0014
H 2.90 2.81 -2.33 0.0029
H 2.41 3.28 -0.68 0.0010
H 1.37 3.69 -2.06 0.0003
H 2.31 0.21 -3.34 0.0069
H 1.93 -0.92 -2.00 0.0040
H 3.31 0.21 -1.86 -0.0001
H -1.88 -2.49 3.02 0.0037
H -1.83 -2.33 1.23 0.0024
H -2.50 -1.01 2.23 0.0052
H 0.02 -1.36 4.72 0.0071
H -1.10 -0.04 4.27 0.0007
H 0.67 0.24 4.31 0.0002
H 0.47 -3.32 2.98 0.0006
H 1.96 -2.32 2.97 0.0008
H 1.26 -2.91 1.43 0.0024
C -1.81 -1.17 -1.36 0.1095
C -0.93 -2.28 -1.37 0.1015
C -1.09 -3.28 -2.32 0.0058
C -2.13 -3.22 -3.25 0.1276
C -3.01 -2.13 -3.23 0.0674
C -2.87 -1.11 -2.30 0.0598
S -1.73 0.17 -0.26 0.7576
H 0.30 -1.03 0.37 0.1503
H -0.10 -2.34 -0.67 0.0158
H -0.39 -4.12 -2.31 -0.0008
H -2.27 -4.01 -3.98 0.0043
H -3.84 -2.11 -3.93 0.0065
H -3.54 -0.26 -2.27 0.0064
C -0.88 3.74 0.23 0.0187
P -0.18 2.62 1.49 0.1378
C 0.98 3.71 2.38 0.0245
C -1.57 2.46 2.67 0.0407
H -0.11 4.07 -0.48 0.0001
H -1.32 4.62 0.71 0.0045
H -1.68 3.22 -0.32 0.0011
H 0.42 4.45 2.96 0.0045
H 1.62 4.26 1.67 -0.0003
H 1.61 3.14 3.07 0.0004
H -1.79 3.44 3.09 0.0073
H -2.44 2.06 2.15 -0.0002
H -1.30 1.79 3.49 0.0006
```

As for the charge: +3. Its LUMO energy (spin up / spin down) is -0.2848 / -0.4888 hartree. The largest force on an atom comes out at 2.75 eV Å⁻¹. Its spin multiplicity is 6. Its HOMO energy (spin up / spin down) is -13.52 / -16.29 eV. As for the total energy: -72028.44176 eV. The value obtained for the HOMO-LUMO gap (spin up / spin down) is 5.7706 / 2.9907 eV. Its relative energy (zero: lowest compared OMol25 entry of this formula, charge and spin) is 1.359 eV.

# C28H59BN3O7

A 4-piece molecular cluster, C28H59BN3O7 overall at a distorted geometry (the ωB97M-V functional and the def2-TZVPD basis, the Open Molecules 2025 dataset).

XYZ file:
```
98
Properties=species:S:1:pos:R:3:mulliken_charge:R:1
C 4.94 -2.17 2.16 -1.1782
C 5.47 -1.07 3.08 -0.1860
C 4.66 0.25 2.96 -0.9530
C 4.75 0.75 1.52 0.1748
C 4.13 2.14 1.32 -0.6987
C 4.50 2.85 0.00 -0.9220
C 4.81 1.94 -1.20 -0.7114
C 3.55 1.42 -1.94 -0.9777
C 3.18 -0.05 -1.62 -0.7553
C 1.82 -0.16 -0.92 -0.1558
C 1.25 -1.60 -0.93 -0.8723
C 0.20 -1.80 -2.04 -0.6657
C -1.01 -2.64 -1.60 -1.0392
B -1.95 -1.97 -0.46 1.3612
O -1.44 -1.84 0.93 -0.6872
C -2.45 -1.13 1.53 -0.9536
C -3.23 -0.25 0.43 1.7654
C -2.93 1.25 0.49 0.0743
C -1.57 1.63 -0.09 -1.6432
C -4.75 -0.58 0.47 -1.1866
C -5.64 0.48 1.07 0.3345
O -6.64 0.80 0.53 -0.5522
O -5.33 1.10 2.21 -0.5354
O -2.66 -0.72 -0.76 -0.8919
H 5.49 -3.11 2.28 0.3755
H 3.87 -2.30 2.30 0.3568
H 5.09 -1.88 1.12 0.2436
H 5.53 -1.42 4.11 0.4259
H 6.48 -0.83 2.72 0.0491
H 5.09 0.96 3.67 0.4311
H 3.63 0.04 3.26 0.2877
H 4.20 0.07 0.89 -0.3956
H 5.80 0.74 1.24 0.4026
H 4.51 2.76 2.13 0.4339
H 3.05 2.08 1.49 0.3411
H 3.62 3.43 -0.29 0.2987
H 5.31 3.57 0.13 0.3585
H 5.33 2.57 -1.93 0.4751
H 5.50 1.12 -0.98 0.2835
H 2.72 2.10 -1.83 0.4596
H 3.81 1.44 -3.00 0.3617
H 3.96 -0.59 -1.09 0.2532
H 3.05 -0.57 -2.57 0.6663
H 1.13 0.51 -1.42 0.5613
H 1.94 0.20 0.11 -0.1784
H 0.85 -1.88 0.05 0.4665
H 2.09 -2.27 -1.12 0.4887
H 0.71 -2.37 -2.84 0.3883
H -0.09 -0.86 -2.49 0.4077
H -0.68 -3.63 -1.29 0.2664
H -1.64 -2.79 -2.48 0.2659
H -2.88 -2.82 -0.33 -0.5245
H -2.04 -0.42 2.28 0.2568
H -3.14 -1.78 2.10 0.2789
H -3.68 1.84 -0.05 -0.4058
H -2.95 1.56 1.54 0.3931
H -1.52 1.41 -1.15 0.2127
H -1.49 2.72 0.00 0.6228
H -0.75 1.18 0.47 0.3404
H -5.06 -0.69 -0.56 0.0344
H -4.97 -1.52 0.98 0.4684
H -4.67 0.60 2.71 0.3809
C 8.70 -2.51 2.26 0.1561
O 8.49 -1.38 2.65 -0.6617
N 9.59 -3.37 2.81 0.1146
C 9.79 -4.70 2.29 -0.9292
C 10.36 -2.93 3.96 -0.9500
H 8.17 -2.94 1.39 0.2939
H 9.57 -5.44 3.06 0.3469
H 10.83 -4.82 1.98 0.3418
H 9.15 -4.88 1.43 0.3031
H 9.68 -2.66 4.77 0.2860
H 10.94 -2.05 3.69 0.2919
H 11.03 -3.72 4.28 0.3873
C -9.82 -1.36 -3.36 0.1015
O -11.01 -1.18 -3.16 -0.6101
N -8.83 -0.96 -2.56 0.1513
C -7.43 -1.21 -2.87 -0.7965
C -9.15 -0.24 -1.34 -0.6465
H -9.46 -1.90 -4.26 0.2527
H -6.98 -1.80 -2.07 0.3099
H -6.90 -0.26 -2.96 0.2457
H -7.34 -1.76 -3.81 0.3399
H -9.78 -0.86 -0.70 0.2964
H -9.70 0.67 -1.59 0.2796
H -8.24 0.02 -0.81 0.1613
C -5.39 3.25 -1.46 0.7131
O -4.21 3.01 -1.60 -0.7274
N -5.99 4.40 -1.82 0.1148
C -7.41 4.62 -1.63 -0.8989
C -5.19 5.46 -2.42 -0.9610
H -6.09 2.52 -1.02 -0.1887
H -7.89 4.81 -2.59 0.3397
H -7.57 5.48 -0.97 0.3434
H -7.87 3.75 -1.17 0.2692
H -4.72 5.09 -3.33 0.2849
H -4.40 5.75 -1.72 0.2841
H -5.81 6.32 -2.65 0.3834
```

As for the charge: -1. Its LUMO energy is 0.0692 hartree. The largest force on an atom comes out at 2.97 eV Å⁻¹. Its spin multiplicity is 1. Its HOMO energy is -3.87 eV. As for the total energy: -49474.91691 eV. The value obtained for the HOMO-LUMO gap is 5.7574 eV.

# C6H8NS

A 2-piece molecular cluster, C6H8NS overall at a distorted geometry (the ωB97M-V functional and the def2-TZVPD basis, the Open Molecules 2025 dataset).

XYZ file:
```
16
Properties=species:S:1:pos:R:3:mulliken_charge:R:1
C 2.62 -1.15 -0.09 -0.6260
C 1.24 -1.06 -0.04 -0.1824
C 3.20 0.13 -0.06 -0.1459
C 0.72 0.25 -0.02 -0.4803
C -1.98 -0.10 -0.33 -0.1534
C -0.52 0.40 -0.24 0.7565
N -1.61 1.34 -0.46 -0.3406
S 2.07 1.45 0.08 0.0046
H 3.32 -1.96 -0.06 0.4140
H 0.66 -1.92 -0.17 0.4797
H 4.25 0.35 -0.15 0.4495
H -2.32 -0.60 -1.31 0.2533
H -2.56 -0.45 0.57 0.2636
H -0.50 -0.38 2.13 0.2421
H -1.85 1.94 -1.21 0.2730
H -0.03 0.03 1.68 -0.2078
```

As for the charge: +1. Its LUMO energy is -0.2204 hartree. The largest force on an atom comes out at 11.62 eV Å⁻¹. Its spin multiplicity is 1. Its HOMO energy is -14.01 eV. As for the total energy: -18665.31805 eV. The value obtained for the HOMO-LUMO gap is 8.0113 eV. Its relative energy (zero: lowest compared OMol25 entry of this formula, charge and spin) is 3.628 eV.

# C4H7ClN2

One molecule with the formula C4H7ClN2 at a distorted geometry (the ωB97M-V functional and the def2-TZVPD basis, the Open Molecules 2025 dataset).

XYZ file:
```
14
Properties=species:S:1:pos:R:3:mulliken_charge:R:1
C -1.04 1.79 -0.28 -1.0343
C -0.67 0.54 0.02 0.5797
C 0.70 0.13 -0.26 -0.3274
N 1.22 -0.92 0.22 -0.0185
N 2.49 -1.18 0.00 -0.6241
C -1.58 -0.42 0.72 -0.3844
Cl -2.04 -1.74 -0.39 -0.1975
H -2.01 2.14 -0.03 0.2734
H -0.49 2.52 -0.86 0.2625
H 1.26 0.76 -0.89 0.3635
H 2.99 -0.67 -0.80 0.2380
H 2.66 -2.17 -0.12 0.2439
H -2.49 0.08 1.12 0.3471
H -1.00 -0.85 1.55 0.2781
```

Its LUMO energy is 0.0312 hartree. The largest force on an atom comes out at 3.31 eV Å⁻¹. Its spin multiplicity is 1. As for the SMILES: C=C(/C=N/N)CCl. Its HOMO energy is -8.54 eV. As for the total energy: -19762.43314 eV. The value obtained for the HOMO-LUMO gap is 9.3893 eV. Its relative energy (zero: lowest compared OMol25 entry of this formula, charge and spin) is 2.300 eV.

# HNO5S

A 2-piece molecular cluster, HNO5S overall at a distorted geometry (the ωB97M-V functional and the def2-TZVPD basis, the Open Molecules 2025 dataset).

XYZ file:
```
8
Properties=species:S:1:pos:R:3:mulliken_charge:R:1
N 2.81 0.68 0.51 -0.0666
O 3.41 1.36 1.39 -0.4810
O -1.05 -1.38 -1.52 -0.6429
O -2.30 -0.40 0.46 -0.6013
O -1.34 1.09 -1.46 -0.5640
O 1.68 0.16 0.84 -0.3754
S -0.90 -0.10 -0.73 0.4776
H -2.32 -1.41 0.51 0.2536
```

As for the charge: -2. Its LUMO energy is 0.2507 hartree. The largest force on an atom comes out at 3.13 eV Å⁻¹. Its spin multiplicity is 1. Its HOMO energy is -0.11 eV. As for the total energy: -22575.92926 eV. The value obtained for the HOMO-LUMO gap is 6.9356 eV. Its relative energy (zero: lowest compared OMol25 entry of this formula, charge and spin) is 0.466 eV.

# C15H15N3

A 3-piece molecular cluster, C15H15N3 overall at a distorted geometry (the ωB97M-V functional and the def2-TZVPD basis, the Open Molecules 2025 dataset).

XYZ file:
```
33
Properties=species:S:1:pos:R:3:mulliken_charge:R:1
C 3.78 -1.89 4.33 0.0109
C 3.03 -2.49 3.32 -0.6601
C 2.18 -1.68 2.55 -0.1480
N 2.01 -0.39 2.99 -0.2048
C 2.83 0.10 3.92 0.0267
C 3.76 -0.58 4.68 -0.7513
H 4.51 -2.50 4.85 0.3244
H 3.24 -3.52 3.05 0.3290
H 1.40 -1.91 1.85 0.3380
H 2.72 1.17 4.06 0.3597
H 4.35 -0.13 5.46 0.3738
C 0.28 2.74 1.01 -0.1639
C 0.04 2.88 -0.38 -0.6672
C -0.35 1.74 -1.07 -0.0208
N -0.69 0.62 -0.48 -0.3390
C -0.55 0.51 0.83 -0.4892
C 0.01 1.50 1.65 -0.3628
H 0.64 3.63 1.49 0.3752
H 0.19 3.77 -0.97 0.3647
H -0.68 1.78 -2.10 0.4022
H -0.79 -0.51 1.10 0.5124
H 0.15 1.48 2.72 0.3969
C -1.99 -0.96 -3.47 -0.2358
C -2.91 -0.08 -2.90 -0.1946
C -3.98 0.39 -3.64 -0.3293
N -4.18 -0.07 -4.93 -0.5734
C -3.31 -0.91 -5.49 -0.1513
C -2.13 -1.35 -4.86 -0.4012
H -1.18 -1.32 -2.85 0.4092
H -2.78 0.29 -1.89 0.4316
H -4.68 1.03 -3.13 0.3363
H -3.50 -1.25 -6.50 0.3474
H -1.41 -2.08 -5.20 0.3545
```

Its LUMO energy is 0.0279 hartree. The largest force on an atom comes out at 3.47 eV Å⁻¹. Its spin multiplicity is 1. As for the SMILES: c1ccncc1.c1ccncc1.c1ccncc1. Its HOMO energy is -9.34 eV. As for the total energy: -20266.67020 eV. The value obtained for the HOMO-LUMO gap is 10.0948 eV. Its relative energy (zero: lowest compared OMol25 entry of this formula, charge and spin) is 2.934 eV.

# C3H5NOS

A 2-piece molecular cluster, C3H5NOS overall at a distorted geometry (the ωB97M-V functional and the def2-TZVPD basis, the Open Molecules 2025 dataset).

XYZ file:
```
11
Properties=species:S:1:pos:R:3:mulliken_charge:R:1
C -0.56 -0.12 -1.01 -0.2859
C -0.96 -0.16 1.36 -0.2240
C 0.87 -0.21 -1.45 -0.7315
N -0.72 -0.24 0.22 0.0488
O 1.05 2.06 0.00 -0.4097
S 1.92 0.99 -0.40 0.2688
H -1.25 -0.48 -1.71 0.3470
H -1.12 0.67 2.04 0.3017
H 1.42 -1.10 -1.26 0.3367
H 1.05 0.19 -2.50 0.3688
H 1.53 -0.41 1.24 -0.0206
```

Its LUMO energy (spin up / spin down) is -0.0204 / -0.0240 hartree. The largest force on an atom comes out at 3.84 eV Å⁻¹. Its spin multiplicity is 1. Its HOMO energy (spin up / spin down) is -7.94 / -7.94 eV. As for the total energy: -17558.01593 eV. The value obtained for the HOMO-LUMO gap (spin up / spin down) is 7.3823 / 7.2818 eV. Its relative energy (zero: lowest compared OMol25 entry of this formula, charge and spin) is 7.252 eV.

# C2H2F3P

One molecule with the formula C2H2F3P at a distorted geometry (the ωB97M-V functional and the def2-TZVPD basis, the Open Molecules 2025 dataset).

XYZ file:
```
8
Properties=species:S:1:pos:R:3:mulliken_charge:R:1
F -1.11 -2.09 0.81 -0.2029
C -0.35 -0.99 0.92 -0.0814
P -0.70 0.36 -0.06 -0.0848
C 0.82 0.86 -0.90 0.3381
F 1.87 0.85 -0.07 -0.1926
F 0.78 2.08 -1.45 -0.1919
H 0.12 -0.91 1.89 0.3430
H -1.43 -0.17 -1.12 0.0725
```

Its LUMO energy (spin up / spin down) is -0.0211 / -0.0172 hartree. The largest force on an atom comes out at 1.26 eV Å⁻¹. Its spin multiplicity is 1. As for the SMILES: FC=[PH]=C(F)F. Its HOMO energy (spin up / spin down) is -8.54 / -8.42 eV. As for the total energy: -19543.34853 eV. The value obtained for the HOMO-LUMO gap (spin up / spin down) is 7.9645 / 7.9526 eV. Its relative energy (zero: lowest compared OMol25 entry of this formula, charge and spin) is 3.103 eV.

Look up the largest force on an atom of the sixth one. 3.47 eV Å⁻¹

The highest largest force on an atom belongs to which entry? C6H8NS

The highest largest force on an atom belongs to which entry? C6H8NS

Which of these has the lowest largest force on an atom? C2H2F3P